27
Properties=species:S:1:pos:R:3:forces:R:3 method="wB97M-V/def2-TZVPD" total_energy_ev=-17987.334 e_above_lowest_kj_mol=0.00 fmax_ev_per_a=4.44 charge=+1 homo_ev=-13.51 orbital_gap_ev=11.0
H -2.6025 0.9124 -0.5664 2.2 -0.5 0.4
N -1.6008 0.8213 -0.1770 -1.9 -0.6 -1.6
C -0.7825 -0.0194 -0.6564 0.1 -1.0 0.9
O -0.8076 -1.0287 -1.6434 0.3 2.8 0.7
C -1.8778 -0.9002 -2.6110 -0.2 1.3 0.9
C 0.5624 -0.0299 0.1202 1.0 0.4 -3.1
N 0.6072 -0.7108 1.3843 0.2 3.1 1.5
C 0.4584 -1.9632 1.6396 -0.1 -2.5 -1.3
N 0.5986 -2.3424 2.9057 -0.7 -2.2 -0.5
N 0.2728 -2.8707 0.6268 1.5 4.0 -1.1
C 0.9788 1.4420 0.3211 -0.3 -0.6 -0.8
N 1.3822 1.6578 1.4625 0.9 0.1 2.3
H 1.9153 2.4332 1.7918 -0.1 1.0 -0.3
O 0.9238 2.1767 -0.7908 0.1 0.3 0.3
C 1.2382 3.6096 -0.7012 2.2 -2.3 1.9
H -1.6817 -1.6179 -3.3485 0.2 -0.9 -1.0
H -2.1062 0.0976 -3.0788 1.1 -0.7 0.7
H -2.7167 -1.1471 -2.0264 -1.6 -0.5 0.1
H 1.4006 -0.3456 -0.6173 -1.2 -0.2 1.2
H 0.7857 -0.0233 2.2354 -0.1 -1.1 -2.5
H 0.4450 -3.2765 3.2750 0.1 0.3 -0.6
H 0.7734 -1.6609 3.5666 0.3 1.5 1.5
H -0.1480 -3.7231 0.7547 -0.9 -2.2 0.5
H 0.3862 -2.5034 -0.3603 -0.6 -0.8 1.8
H 0.9630 4.0055 -1.5920 -0.9 1.1 -2.7
H 2.3301 3.7354 -0.5631 -0.5 -0.1 -0.1
H 0.7434 4.0809 0.1041 -0.8 0.3 0.9



32
Properties=species:S:1:pos:R:3:forces:R:3 method="wB97M-V/def2-TZVPD" total_energy_ev=-26441.626 fmax_ev_per_a=3.95 charge=-1 homo_ev=-4.68 orbital_gap_ev=7.3
O -2.3067 0.7455 -1.3556 0.9 0.0 -0.5
C -3.3352 1.3974 -1.3994 -3.4 2.0 0.0
N -4.3564 2.0385 -1.4613 2.5 -1.6 0.2
C 3.3498 -0.8615 -0.6760 0.0 0.0 0.0
C 2.6943 0.1722 -1.5822 -0.6 0.6 -0.1
C 3.7305 0.9355 -2.4057 -0.3 -0.1 0.1
O 1.7812 -0.4434 -2.5070 0.5 -0.1 0.4
C 0.6119 -0.9405 -1.9914 -1.1 0.0 -0.1
O -0.0500 -1.7100 -2.6545 0.8 0.3 0.2
C 0.1830 -0.4242 -0.6748 -0.4 0.8 -0.5
C -1.1471 -0.6730 -0.3364 1.5 -1.4 0.6
C -1.6553 -0.5541 1.0324 -0.6 0.1 0.8
C -0.8256 -0.4289 2.1734 -0.6 0.1 -0.3
C -1.3797 -0.0557 3.3994 -0.1 -0.3 -0.2
C -2.7613 0.1552 3.5202 0.1 -0.1 -0.4
C -3.5985 -0.1049 2.4238 0.1 -0.3 0.4
C -3.0525 -0.5431 1.2242 0.5 0.3 -0.2
C 0.8629 0.7795 -0.1428 -0.8 0.1 0.6
O 0.4503 1.4779 0.7602 0.8 -0.3 -0.9
O 1.9911 1.1747 -0.8140 0.6 -0.6 -0.1
H 2.6036 -1.4324 -0.1119 0.2 0.1 -0.1
H 3.9400 -1.5482 -1.2943 -0.2 0.1 0.1
H 4.0272 -0.3501 0.0182 -0.2 -0.1 -0.1
H 3.2317 1.6676 -3.0457 0.0 -0.1 0.1
H 4.4160 1.4578 -1.7339 -0.1 -0.1 -0.1
H 4.2931 0.2373 -3.0293 -0.1 0.0 0.1
H -1.6762 -1.3198 -1.0318 0.1 0.1 0.3
H 0.2463 -0.6098 2.0884 -0.3 0.2 0.0
H -0.7175 0.0705 4.2591 -0.3 0.0 -0.2
H -3.1879 0.4977 4.4672 0.2 -0.1 -0.3
H -4.6794 0.0191 2.5011 0.3 -0.1 0.1
H -3.6835 -0.8270 0.3803 0.1 0.4 0.2



9
Properties=species:S:1:pos:R:3:forces:R:3 method="wB97M-V/def2-TZVPD" total_energy_ev=-14268.396 e_above_lowest_kj_mol=47.14 fmax_ev_per_a=3.15 charge=-1 homo_ev=-3.87 orbital_gap_ev=7.5
C -2.8481 0.2380 0.0158 0.2 -0.5 0.1
N 1.5999 -1.0007 0.1229 -1.4 -2.3 0.2
N 0.7171 -0.0788 0.0781 0.2 1.0 0.2
O -2.6090 -0.3894 -0.8956 -0.2 -1.3 -2.9
O -0.5213 -0.3380 0.2627 1.7 -0.6 0.4
O -3.1830 0.7916 0.9527 -0.8 1.8 2.3
O 1.0614 1.1269 -0.0988 0.6 0.5 -0.4
O 2.8871 -0.6512 -0.2579 -0.3 0.2 0.1
H 2.8958 0.3015 -0.1798 0.0 1.2 -0.1



14
Properties=species:S:1:pos:R:3:forces:R:3 method="wB97M-V/def2-TZVPD" total_energy_ev=-7251.837 e_above_lowest_kj_mol=582.66 fmax_ev_per_a=3.27 homo_ev="-6.42 / -6.42" orbital_gap_ev="7.0 / 7.0"
C 0.8596 -0.8175 1.5457 -0.5 0.1 -0.7
C 0.8473 0.5071 1.7469 -0.5 0.4 -0.3
C 0.2271 -1.3250 0.2610 0.3 1.5 -1.7
C 0.1303 -0.0306 -0.5090 -1.4 1.0 2.1
N -1.1750 1.6096 -1.5476 -1.3 1.6 -2.5
N -1.0538 0.4309 -0.8424 1.3 -1.2 -1.1
H 1.2767 -1.6487 2.0304 0.9 -0.9 1.8
H 1.2332 1.0573 2.6781 -0.2 -1.2 -1.3
H 0.9710 -1.8534 -0.4237 -1.1 -0.5 1.1
H -0.8347 -1.7506 0.2894 1.7 -0.1 0.1
H 0.9500 0.5762 -0.8187 0.8 -0.3 -0.4
H -1.7385 1.5771 -2.5051 1.5 -0.7 2.7
H -0.2238 1.8803 -1.8124 -0.5 0.1 0.2
H -1.8226 0.0222 -0.3621 -0.9 0.3 0.1



70
Properties=species:S:1:pos:R:3:forces:R:3 method="wB97M-V/def2-TZVPD" total_energy_ev=-194110.516 e_above_lowest_kj_mol=234.78 fmax_ev_per_a=0.97 charge=-1 homo_ev=-4.02 orbital_gap_ev=6.4
Sc -1.1278 1.2586 -1.1012 0.5 0.5 -0.7
O -1.3555 2.7136 -3.0597 0.0 -0.2 0.2
C -2.4097 3.6608 -3.1943 0.1 0.0 -0.1
C -3.0496 3.9903 -1.8588 0.0 0.0 0.1
N -3.3215 2.7792 -1.0973 -0.1 -0.1 0.1
C -3.5291 3.0442 0.3262 -0.2 0.0 -0.1
C -2.3025 2.8266 1.2056 0.4 -0.4 -0.2
O -2.2883 3.2654 2.3311 0.0 0.1 0.1
O -1.3639 2.0957 0.6567 -0.3 0.4 0.6
C -4.3706 1.9405 -1.6726 -0.1 0.2 0.0
C -4.0309 0.4562 -1.6099 0.6 -0.2 0.1
O -4.9075 -0.3804 -1.5736 -0.1 0.0 -0.1
O -2.7478 0.2291 -1.6331 -0.7 -0.5 -0.2
H -0.5099 3.1465 -2.8438 0.0 -0.1 0.0
H -3.1303 3.2150 -3.8793 0.0 0.0 0.0
H -2.0389 4.5763 -3.6600 0.0 0.0 0.0
H -3.9597 4.5862 -2.0324 0.0 0.0 0.0
H -2.3605 4.5968 -1.2702 0.0 0.0 0.0
H -4.2829 2.3524 0.7087 0.0 0.0 0.0
H -3.9028 4.0554 0.5085 0.0 0.0 0.0
H -4.4890 2.1702 -2.7325 0.0 0.0 0.0
H -5.3400 2.1038 -1.1956 0.0 0.0 0.0
O 4.3124 1.8762 0.7691 0.0 -0.1 0.0
C 3.2391 1.8573 -0.0874 0.0 0.3 0.1
C 2.7958 0.7628 -0.7035 0.0 -0.1 -0.1
C 1.5609 0.7521 -1.5705 -0.2 0.0 0.2
N 0.8475 2.0921 -1.5593 0.1 0.0 0.1
C 1.4566 3.1118 -0.9663 0.0 -0.1 0.0
Br 0.5338 4.8297 -1.1484 0.0 -0.1 0.0
C 2.5994 3.1501 -0.2534 0.1 -0.1 0.0
H 4.5274 0.9609 0.9859 0.0 0.0 0.0
H 3.3259 -0.1787 -0.5942 0.0 0.0 0.0
H 1.8588 0.5569 -2.6070 -0.1 0.0 -0.1
H 2.9934 4.0445 0.1969 0.0 0.0 0.0
C 0.4910 -0.3075 -1.1581 0.0 0.4 -0.2
Ge 0.9228 -1.5216 0.2547 -0.1 0.1 0.2
C 2.1286 -2.9344 -0.3787 0.1 -0.3 -0.1
C 3.5202 -2.9171 -0.2778 0.0 -0.1 -0.1
C 4.3017 -3.9256 -0.8352 -0.1 0.0 0.0
C 3.7002 -4.9768 -1.5118 0.0 0.0 0.0
C 2.3160 -5.0115 -1.6304 0.0 0.1 0.0
C 1.5442 -4.0016 -1.0696 0.1 -0.1 0.1
C 1.6506 -0.6832 1.8619 0.0 0.2 0.2
C 1.0599 0.5085 2.2992 0.2 0.0 0.0
C 1.5237 1.1662 3.4294 0.0 -0.1 0.0
C 2.5862 0.6401 4.1552 0.0 0.0 0.0
C 3.1705 -0.5506 3.7516 -0.1 0.0 -0.1
C 2.7013 -1.2076 2.6148 -0.1 0.0 0.1
C -0.6870 -2.4684 0.8506 -0.2 -0.1 0.0
C -1.8719 -2.4293 0.1145 0.0 -0.1 0.1
C -3.0288 -3.0537 0.5746 0.1 0.0 0.0
C -3.0092 -3.7412 1.7794 0.0 0.0 0.0
C -1.8340 -3.8016 2.5210 0.0 0.0 0.0
C -0.6873 -3.1680 2.0602 -0.1 0.0 0.0
H 0.2290 -0.9429 -2.0153 0.0 0.0 0.0
H 4.0178 -2.0958 0.2246 0.0 0.0 0.1
H 5.3809 -3.8848 -0.7445 0.0 0.0 0.0
H 4.3054 -5.7629 -1.9473 0.0 0.0 0.0
H 1.8368 -5.8277 -2.1585 0.0 0.0 0.0
H 0.4639 -4.0522 -1.1626 0.0 0.0 0.0
H 0.2420 0.9559 1.7498 0.0 0.0 0.0
H 1.0564 2.0956 3.7318 0.0 0.0 0.0
H 2.9544 1.1568 5.0335 0.0 0.0 0.0
H 3.9892 -0.9755 4.3211 0.0 0.0 0.0
H 3.1571 -2.1496 2.3338 0.0 0.0 0.0
H -1.9160 -1.8914 -0.8229 0.0 0.1 0.0
H -3.9388 -2.9808 -0.0090 0.0 0.0 0.0
H -3.9085 -4.2212 2.1472 0.0 0.0 0.0
H -1.8163 -4.3323 3.4659 0.0 0.0 0.0
H 0.2154 -3.2047 2.6624 0.0 0.0 0.0



93
Properties=species:S:1:pos:R:3:forces:R:3 method="wB97M-V/def2-TZVPD" total_energy_ev=-138959.495 e_above_lowest_kj_mol=0.00 smiles="C[N+](=O)[O-].C[N+](=O)[O-].C[N+](=O)[O-].COC(=O)OC.COC(=O)OC.COC(=O)OC.COC(=O)OC.ClCCCl.ClCCCl.ClCCCl" fmax_ev_per_a=1.18 homo_ev=-10.41 orbital_gap_ev=10.4
C 0.9498 -3.3740 2.5620 -0.3 -0.4 -0.2
N 1.6282 -2.3842 3.4225 -0.3 0.4 -0.1
O 0.9560 -1.8206 4.2704 0.2 -0.1 0.0
O 2.8022 -2.1763 3.2157 0.1 -0.1 0.1
H 1.2663 -3.2451 1.5335 0.3 0.1 0.1
H -0.1200 -3.2275 2.6553 0.0 0.0 0.1
H 1.2363 -4.3601 2.9234 0.0 0.0 0.0
C 2.9955 -3.2521 -4.7793 0.3 0.4 0.5
N 3.2150 -1.7998 -4.4891 -0.3 0.0 -0.4
O 4.3343 -1.4395 -4.2179 0.1 0.0 0.2
O 2.2376 -1.0766 -4.5601 0.1 0.0 0.1
H 2.3227 -3.3189 -5.6221 0.0 -0.1 -0.1
H 2.5498 -3.6527 -3.8714 -0.1 -0.2 -0.1
H 3.9783 -3.6775 -4.9394 -0.1 -0.2 -0.2
C -5.1655 1.4867 3.0228 -0.5 -0.4 0.1
N -4.2651 0.2988 3.0347 0.1 0.1 -0.2
O -3.5267 0.1486 2.0760 0.0 0.0 0.1
O -4.3117 -0.4281 3.9982 0.0 -0.1 0.1
H -5.2155 1.8638 2.0102 0.2 0.2 0.0
H -4.7882 2.1909 3.7574 0.1 0.1 -0.1
H -6.1441 1.1359 3.3437 0.1 0.0 0.1
C -0.3090 0.8738 2.6317 -0.3 -0.6 1.0
O -0.4059 1.1091 1.2295 0.1 0.3 0.1
C -0.0802 0.1193 0.4163 -0.2 0.0 -0.2
O 0.4849 -0.9033 0.7061 0.1 -0.2 0.1
O -0.5069 0.4467 -0.8051 0.1 0.1 0.1
C -0.1645 -0.4517 -1.8613 -0.2 0.2 -0.4
H -1.0962 1.4351 3.1200 -0.1 0.2 -0.2
H 0.6349 1.1677 3.0865 0.2 0.2 -0.5
H -0.4746 -0.1750 2.8818 0.0 0.0 -0.3
H -0.6140 0.0092 -2.7375 0.1 -0.1 -0.1
H -0.6178 -1.4321 -1.7224 0.1 0.0 0.2
H 0.9122 -0.5188 -2.0041 0.0 -0.1 0.2
C -0.0823 -4.4384 -0.7517 -0.3 0.0 0.3
O 0.8911 -5.1823 -1.4849 0.1 0.2 -0.4
C 2.1564 -4.8808 -1.1996 0.0 -0.2 0.1
O 2.5343 -4.1845 -0.2979 0.0 0.2 0.1
O 2.9455 -5.4965 -2.0805 -0.2 0.0 -0.3
C 4.3308 -5.2091 -1.9482 0.9 -0.2 0.4
H -1.0013 -4.4665 -1.3287 0.0 -0.1 -0.1
H 0.2221 -3.4030 -0.6021 0.1 -0.1 0.0
H -0.2505 -4.9132 0.2163 0.0 0.1 0.0
H 4.5808 -4.1758 -2.1881 -0.2 0.0 -0.1
H 4.8612 -5.8870 -2.6109 -0.2 0.0 -0.2
H 4.6925 -5.4053 -0.9365 -0.2 0.1 0.0
C -0.5880 -0.8430 -6.1391 0.2 -0.5 0.2
O -1.9718 -0.7815 -6.4810 -0.1 -0.1 0.0
C -2.2370 -0.3098 -7.6991 -0.1 -0.1 0.2
O -1.4207 0.0253 -8.5104 0.3 0.1 -0.2
O -3.5591 -0.2798 -7.8505 -0.1 0.1 0.1
C -4.0368 0.2162 -9.1023 0.1 0.0 -0.3
H -0.1206 0.1336 -6.2118 0.0 0.0 0.0
H -0.0513 -1.5714 -6.7515 -0.1 0.2 -0.3
H -0.5435 -1.2353 -5.1260 -0.1 0.3 0.1
H -4.2360 -0.6252 -9.7663 -0.1 0.0 0.0
H -3.3059 0.8620 -9.5841 0.0 0.0 0.1
H -4.9459 0.7696 -8.8939 -0.1 -0.1 0.0
C 3.2930 0.7156 2.6964 0.1 -0.5 0.9
O 3.1708 2.1386 2.7974 -0.4 0.0 -0.4
C 4.2718 2.8126 3.1063 0.2 -0.4 0.1
O 5.3721 2.3483 3.2452 0.1 -0.1 -0.1
O 3.9397 4.0894 3.2551 0.0 0.6 -0.2
C 5.0499 5.0041 3.3557 -0.5 -0.1 0.4
H 3.3338 0.3022 3.7074 0.2 0.0 -0.1
H 4.1716 0.3914 2.1482 0.0 0.2 -0.1
H 2.3887 0.3011 2.2664 0.0 0.4 -0.4
H 5.4168 5.2406 2.3608 0.2 -0.1 0.0
H 5.8141 4.5792 4.0000 0.2 0.0 -0.2
H 4.6421 5.8995 3.8163 0.0 0.0 0.0
Cl -2.3143 1.6167 5.6131 0.0 0.0 -0.1
C -1.4524 1.5959 7.1651 -0.5 0.7 0.5
C -1.3921 0.2250 7.7664 0.4 -0.4 -0.1
Cl -3.0246 -0.3936 8.1214 0.0 0.0 0.1
H -2.0154 2.2266 7.8566 -0.1 0.0 -0.2
H -0.4933 2.0885 7.0296 0.2 -0.4 -0.1
H -0.8442 0.2670 8.7058 0.0 0.0 0.0
H -0.9164 -0.5064 7.1178 0.0 0.1 -0.1
Cl -2.9370 0.8651 -3.9582 0.0 0.0 -0.2
C -3.0173 2.1409 -2.7259 -0.3 -0.1 0.7
C -4.0221 1.7499 -1.6582 -0.1 0.1 0.2
Cl -3.9991 2.9982 -0.3659 0.1 0.0 -0.1
H -3.3188 3.0758 -3.1861 0.2 0.0 -0.2
H -2.0460 2.2198 -2.2445 0.1 0.1 -0.2
H -3.7612 0.8041 -1.1913 0.0 0.0 0.0
H -5.0462 1.7205 -2.0161 0.0 -0.1 -0.2
Cl -2.1008 5.6215 1.2687 0.1 -0.1 0.0
C -0.9702 4.2212 1.2326 -0.2 0.3 -0.1
C 0.1801 4.4344 2.1795 0.1 -0.1 -0.2
Cl -0.3228 4.2925 3.8803 0.0 0.0 0.1
H -0.5930 4.1436 0.2141 0.0 0.0 0.0
H -1.5786 3.3496 1.4455 0.2 -0.1 0.1
H 0.5952 5.4290 2.0423 0.0 0.0 0.0
H 0.9643 3.7010 1.9930 0.0 -0.1 0.1